# 1
{
  "formula": "C14H31N3O3",
  "method": "wB97M-V/def2-TZVPD",
  "symbols": ["O", "O", "C", "C", "C", "N", "C", "C", "N", "H", "H", "H", "H", "H", "H", "H", "H", "H", "H", "H", "H", "H", "C", "C", "C", "C", "C", "C", "N", "O", "C", "C", "C", "H", "H", "H", "H", "H", "H", "H", "H", "H", "H", "H", "H", "H", "H", "H", "H", "H", "H"],
  "positions_angstrom": [[-3.075945, 5.030247, 2.731720], [-3.181268, 3.729183, 2.816469], [-2.514918, 3.089048, 1.649487], [-1.728645, 1.679478, 2.046415], [-0.478062, 1.893176, 3.080202], [-0.102887, 0.683659, 3.905311], [-1.297121, 0.015105, 4.552849], [-2.289041, -0.464430, 3.318537], [-2.788425, 0.702657, 2.498056], [-3.742681, 5.384667, 3.414529], [-3.406528, 2.757098, 0.929476], [-1.851676, 3.828179, 1.024962], [-1.276166, 1.243407, 1.033810], [0.474297, 2.140308, 2.404170], [-0.588966, 2.838912, 3.794196], [0.590761, 0.915661, 4.666459], [-0.914077, -0.952774, 5.107303], [-1.822337, 0.736032, 5.317852], [-1.639223, -1.137833, 2.579170], [-3.220051, -1.077030, 3.745778], [-3.205352, 0.285504, 1.611678], [-3.615688, 1.161564, 2.985718], [-0.297394, -1.960657, -1.265565], [1.045576, -1.231552, -0.988804], [0.906806, 0.278258, -1.329452], [0.882435, 0.566550, -2.828144], [2.074083, -0.076884, -3.531052], [2.214013, -1.592344, -3.229621], [2.145407, -1.898938, -1.762160], [3.370407, -1.503600, -1.189140], [1.110457, -2.377522, -3.989646], [3.534216, -2.108586, -3.891037], [1.227293, -1.366790, 0.557535], [-0.868925, -1.514416, -2.083257], [-0.143222, -3.023076, -1.487326], [-0.970112, -1.929330, -0.396118], [1.741594, 0.838109, -0.885201], [-0.005774, 0.684740, -0.873760], [-0.054128, 0.214251, -3.271186], [0.906242, 1.649826, -2.990746], [1.980887, 0.087156, -4.612161], [2.985145, 0.452333, -3.222978], [1.132945, -3.441394, -3.726516], [1.255181, -2.308432, -5.073883], [0.104060, -2.003187, -3.810826], [4.421222, -1.565847, -3.546718], [3.505057, -1.982411, -4.979078], [3.685501, -3.176441, -3.688710], [1.321091, -2.418226, 0.854769], [0.363434, -0.949996, 1.092703], [2.100502, -0.823412, 0.933931]],
  "forces_ev_per_angstrom": [[-0.582, 6.203, 0.743], [0.887, -6.974, -0.769], [-0.942, -0.569, -1.116], [1.544, 2.018, -0.929], [1.245, 1.214, 0.365], [-1.134, -0.080, 0.487], [-0.020, -0.076, -0.597], [1.141, -1.956, 1.498], [-1.522, -0.574, -0.406], [1.326, -0.882, -1.489], [1.867, 0.674, 1.262], [-1.111, -1.378, 1.654], [-1.077, 0.872, 2.225], [-2.234, -0.527, 1.300], [-0.414, -1.797, -1.691], [-1.043, -0.062, -1.414], [-0.970, 1.987, -1.156], [0.553, -1.459, -1.416], [-1.465, 1.448, 1.714], [2.058, 1.449, -1.136], [0.481, 0.703, 1.325], [1.461, -0.289, -0.500], [-0.288, -0.118, -0.266], [-1.494, -0.173, 1.043], [0.458, -0.063, -0.203], [-0.069, -0.019, -0.029], [0.045, 0.065, 0.387], [-0.087, -0.714, -2.012], [3.754, 3.014, 1.523], [-3.249, -1.469, -1.344], [-0.257, 0.030, 0.148], [0.179, 0.165, 0.809], [0.818, -0.012, -0.347], [0.169, -0.125, -0.029], [0.040, 0.246, -0.007], [0.336, 0.122, -0.043], [-0.004, -0.268, 0.006], [-0.010, -0.254, 0.082], [0.021, -0.026, 0.020], [-0.026, -0.123, 0.013], [0.065, -0.290, 0.164], [-0.020, -0.246, 0.064], [0.034, 0.199, 0.022], [0.210, 0.079, 0.266], [0.026, -0.043, 0.087], [-0.260, -0.134, 0.149], [-0.343, 0.055, 0.238], [-0.076, 0.234, 0.046], [0.026, 0.167, -0.123], [-0.016, -0.031, -0.372], [-0.033, -0.214, -0.241]],
  "multiplicity": 2,
  "orbital_gap_ev": [7.90, 8.46],
  "largest_force_ev_per_a": 7.07,
  "total_charge": 1,
  "homo_energy_ev": [-11.2, -11.8],
  "molar_mass_da": 289.420
}

# 2
{
  "formula": "C14H31O3P2",
  "method": "wB97M-V/def2-TZVPD",
  "symbols": ["C", "C", "P", "C", "C", "C", "C", "C", "C", "C", "C", "C", "P", "O", "O", "H", "H", "H", "H", "H", "H", "H", "H", "H", "H", "H", "H", "H", "H", "H", "H", "H", "H", "H", "H", "H", "H", "H", "C", "C", "C", "O", "H", "H", "H", "H", "H", "H", "H", "H"],
  "positions_angstrom": [[2.030393, -1.046870, 2.712840], [1.193625, -2.192021, 2.618544], [-0.286550, -3.459398, 2.635547], [-1.779102, -2.857865, 3.664090], [-2.759225, -2.000542, 2.615350], [-2.084643, -0.573200, 2.164096], [-2.169874, -0.247809, 0.557799], [-0.950298, -0.891275, -0.340313], [-0.284669, 0.330587, -1.265920], [1.035619, -0.152245, -2.117009], [2.372081, -0.413232, -1.177781], [2.895716, 0.931122, -0.398666], [0.614466, -5.336902, 3.416797], [1.653122, -5.852732, 2.070896], [1.789270, -4.731783, 4.604489], [2.836748, -0.279929, 3.144046], [-0.797938, -3.700668, 1.279208], [-1.488008, -2.183481, 4.595512], [-2.434020, -3.743798, 4.123542], [-3.736554, -1.761014, 3.257641], [-3.073061, -2.700969, 1.731722], [-0.972788, -0.432904, 2.518423], [-2.715678, 0.278468, 2.708857], [-2.091840, 0.937353, 0.437594], [-3.190330, -0.544429, 0.050214], [-0.147981, -1.480402, 0.278647], [-1.396780, -1.664946, -1.120793], [-1.136459, 0.610086, -2.052693], [-0.118805, 1.294586, -0.610158], [1.294179, 0.600731, -3.003155], [0.755747, -1.174661, -2.653598], [2.108125, -1.272433, -0.395615], [3.283882, -0.792180, -1.846180], [3.345056, 0.666880, 0.662192], [3.784489, 1.421974, -1.024140], [2.084795, 1.780966, -0.284576], [1.712500, -5.052328, 1.467672], [1.406417, -3.859382, 4.917772], [-1.459322, 3.925990, -3.511298], [-0.067098, 3.957273, -2.901276], [0.616756, 5.292413, -3.148936], [0.719708, 2.911757, -3.466378], [-1.414493, 4.064079, -4.597382], [-1.934636, 2.954883, -3.335851], [-2.094506, 4.708961, -3.085439], [-0.133042, 3.771815, -1.823624], [0.735162, 5.478933, -4.222186], [1.622337, 5.296007, -2.715034], [0.043782, 6.116348, -2.712254], [0.783724, 3.068184, -4.423234]],
  "forces_ev_per_angstrom": [[-5.367, -7.979, 0.683], [4.421, 7.727, 0.708], [1.170, 2.983, 0.010], [-1.675, 0.689, 0.442], [-0.122, 0.187, 1.082], [-0.892, 0.911, -0.276], [0.413, 0.563, -0.336], [-0.313, 0.311, -1.076], [-0.505, -0.464, -0.530], [0.248, -0.318, -0.290], [-0.102, -0.041, -0.058], [0.672, 0.429, -0.303], [3.637, -1.874, 0.328], [-2.299, 3.061, 1.499], [-3.054, 0.759, -2.137], [-2.050, -2.061, -1.421], [0.583, 0.350, 1.112], [-0.156, -1.388, -2.185], [1.833, 1.475, -1.253], [2.129, -0.670, -1.528], [0.678, 1.414, 1.556], [-2.147, -0.507, -0.684], [1.447, -1.879, -1.085], [-0.176, -2.596, 0.354], [1.891, 0.481, 1.376], [-1.380, 1.373, -0.949], [0.914, 1.497, 1.659], [1.859, -0.501, 1.684], [-0.089, -2.002, -1.240], [-0.672, -1.432, 2.226], [0.564, 2.025, 1.182], [0.627, 1.830, -1.606], [-2.180, 0.660, 1.413], [-0.963, 0.552, -2.130], [-1.970, -1.075, 1.387], [1.512, -1.923, -0.157], [0.537, -1.436, 0.695], [0.983, -1.156, -0.146], [-0.285, -0.149, 0.150], [-0.101, 0.366, -0.653], [0.215, 0.171, 0.245], [0.157, -0.265, -0.070], [0.066, 0.116, 0.112], [0.055, 0.135, 0.048], [0.044, -0.084, -0.096], [0.136, -0.162, -0.145], [-0.160, -0.032, 0.070], [-0.176, -0.007, 0.007], [0.082, -0.061, -0.089], [-0.041, -0.005, 0.411]],
  "multiplicity": 1,
  "orbital_gap_ev": 7.53,
  "largest_force_ev_per_a": 9.64,
  "total_charge": 1,
  "homo_energy_ev": -12.1,
  "molar_mass_da": 309.347
}